# C49H67Ge2N2O4Tl

A molecular structure, C49H67Ge2N2O4Tl (the ωB97M-V functional and the def2-TZVPD basis, the Open Molecules 2025 dataset).

```
125
Properties=species:S:1:pos:R:3
Tl 0.11341 -0.08956 -0.12940
C -0.49410 4.10917 0.43364
C -1.33091 3.15372 -0.38654
C -2.39061 2.45148 0.19618
C -2.73460 2.65042 1.65375
C -3.13764 1.56511 -0.58557
C -4.23588 0.74586 0.05375
C -2.87368 1.43043 -1.95190
C -3.80246 0.59091 -2.80206
C -1.78697 2.09951 -2.52412
C -1.38733 1.85323 -3.96080
C -1.04085 2.98729 -1.74445
C 0.07195 3.80279 -2.36135
H -0.88149 5.13021 0.35029
H 0.54108 4.11195 0.09593
H -0.48368 3.82968 1.48335
H -2.20046 1.92390 2.27829
H -3.80068 2.53105 1.83861
H -2.46729 3.64995 1.99021
H -5.19761 1.26904 0.01563
H -4.00326 0.54123 1.09739
H -4.35693 -0.21450 -0.44506
H -3.50268 -0.46022 -2.81782
H -3.82131 0.94670 -3.83033
H -4.82059 0.64608 -2.42036
H -1.66535 2.68841 -4.61112
H -1.84278 0.95088 -4.35936
H -0.30746 1.71730 -4.02593
H 1.05136 3.39250 -2.09821
H 0.03875 4.83199 -2.00308
H -0.00012 3.83289 -3.44588
C 4.28932 -0.68511 -1.87465
C 3.10898 -0.48127 -2.84108
C 3.43525 -1.17170 -4.17612
C 2.90226 1.01725 -3.10184
O 1.92264 -0.97472 -2.29889
Ge 1.72249 -2.76659 -1.64151
O -0.14574 -2.50893 -1.44602
C -1.20367 -2.95697 -2.23514
C -1.27446 -2.12946 -3.52639
C -1.05772 -4.44415 -2.59033
C -2.48496 -2.75412 -1.41582
O 1.95496 -2.09243 0.12686
C 2.17503 -2.88490 1.27007
C 0.88114 -3.57985 1.70971
C 2.66008 -1.93395 2.36385
C 3.25878 -3.94169 1.00592
H 5.18775 -0.16501 -2.22006
H 4.51257 -1.75149 -1.79421
H 4.01160 -0.33972 -0.87516
H 4.35600 -0.77440 -4.61189
H 2.61341 -1.02130 -4.87894
H 3.55263 -2.24435 -4.00956
H 3.82498 1.50355 -3.43050
H 2.53560 1.49834 -2.19268
H 2.13954 1.14945 -3.87132
H -0.38083 -2.31358 -4.12793
H -1.28799 -1.06802 -3.26952
H -2.16199 -2.37745 -4.11475
H -0.12097 -4.60283 -3.12811
H -1.88995 -4.78404 -3.21102
H -1.03115 -5.03700 -1.67322
H -2.53319 -1.71460 -1.08082
H -2.45786 -3.39689 -0.53356
H -3.37824 -2.98906 -2.00074
H 0.11585 -2.82318 1.89765
H 1.03476 -4.17016 2.61754
H 0.52465 -4.23405 0.90961
H 1.88239 -1.19405 2.56911
H 3.55983 -1.41271 2.02391
H 2.89051 -2.47239 3.28325
H 2.91694 -4.65233 0.25013
H 3.49516 -4.48633 1.92217
H 4.16410 -3.45393 0.63504
C -1.04224 -0.53856 2.34697
Ge -1.39676 -1.10502 4.15657
C -2.27908 -2.90242 4.20586
C -3.04422 -3.23376 3.08650
C -3.64343 -4.47738 2.95523
C -3.47314 -5.43358 3.94726
C -2.72181 -5.12288 5.07075
C -2.13729 -3.86883 5.19911
C 0.20017 -1.08320 5.33180
C 0.77877 0.14838 5.64035
C 1.97074 0.23742 6.34379
C 2.61157 -0.91860 6.76749
C 2.05059 -2.15293 6.47761
C 0.86421 -2.23044 5.76061
C -2.71820 0.15586 4.98377
C -3.86791 0.45425 4.25060
C -4.74206 1.45594 4.64364
C -4.47704 2.19487 5.78979
C -3.35437 1.89721 6.54798
C -2.48801 0.88661 6.14784
H -2.05496 -0.53467 1.88861
H -3.15186 -2.50451 2.28935
H -4.23023 -4.70578 2.07321
H -3.92012 -6.41501 3.84367
H -2.58748 -5.86330 5.85132
H -1.57940 -3.64380 6.10109
H 0.28619 1.05948 5.31572
H 2.41016 1.20577 6.55410
H 3.54720 -0.85728 7.30995
H 2.55062 -3.06071 6.79502
H 0.46777 -3.20801 5.51256
H -4.07874 -0.11040 3.34665
H -5.62493 1.66851 4.05166
H -5.13883 3.00026 6.08523
H -3.15130 2.45654 7.45438
H -1.62152 0.65899 6.75953
N 5.52398 2.45939 -0.05396
C 5.25714 2.87746 1.21666
O 6.09529 3.47390 1.87109
C 3.89720 2.58972 1.74806
C 3.56316 3.04309 3.02347
C 2.30110 2.79307 3.52619
C 1.39376 2.09786 2.73709
N 1.69963 1.66655 1.51930
C 2.91352 1.89806 1.04631
H 6.47497 2.55500 -0.36406
H 4.94240 1.79416 -0.53356
H 4.31386 3.57845 3.59024
H 2.02055 3.12523 4.51697
H 0.39066 1.85445 3.07425
H 3.09191 1.49353 0.05530
```

Summary:
**Total charge**: -1
**Molecular weight**: 1097.7 g/mol
**Energy**: -6644.23384 Eh
**Multiplicity**: 2
**Lowest unoccupied orbital energy (alpha / beta)**: 2.3774 / 2.3699 eV
**F_max**: 0.01216 Eh/bohr
**HOMO-LUMO gap (alpha / beta)**: 6.650 / 6.349 eV
**⟨S²⟩**: 0.75